Molecular formula: C40H47IrN8P2S3Si
Method: DFT, ωB97M-V with the def2-TZVPD basis set

Output
energy	-115957.7674	eV
multiplicity	6
energy relative to the best compared isomer or geometry (same formula, charge and spin)	3.8	kJ/mol
E_HOMO (spin up / spin down)	-0.3538 / -0.3982	Eh
net charge	+1
Kohn-Sham gap (spin up / spin down)	0.2324 / 0.1960	Ha
E_LUMO (spin up / spin down)	-0.12131 / -0.20219	Eh

Each line ends with the Löwdin charge.
Element x y z (Å)
Ir -0.020 -0.932 0.084  0.68
C 5.124 1.371 2.443  -0.18
Si 5.154 -0.500 2.545  0.52
C 6.221 -1.037 3.984  -0.18
C 5.766 -1.281 0.958  -0.16
C 3.394 -1.145 2.888  -0.21
C 3.101 -1.910 4.014  -0.04
C 1.829 -2.428 4.231  -0.02
C 0.851 -2.187 3.288  -0.15
N 1.100 -1.453 2.201  -0.11
C 2.318 -0.942 2.015  -0.73
S 2.404 0.006 0.544  0.68
H 6.145 1.752 2.357  0.04
H 4.686 1.808 3.344  0.04
H 4.559 1.731 1.582  0.00
H 7.243 -0.688 3.820  0.04
H 6.263 -2.123 4.085  0.04
H 5.883 -0.615 4.934  0.04
H 6.807 -1.001 0.779  0.04
H 5.180 -0.967 0.094  0.00
H 5.722 -2.371 1.017  0.04
H 3.880 -2.117 4.739  0.11
H 1.606 -3.023 5.106  0.12
H -0.152 -2.585 3.378  0.11
C 0.206 1.460 2.895  -0.22
P -0.551 1.209 1.263  0.90
C 0.192 2.566 0.287  -0.41
N 0.378 3.706 0.900  0.15
C 0.987 4.705 0.215  -0.19
C 1.216 5.950 0.842  0.00
C 1.831 6.949 0.146  -0.05
C 2.240 6.752 -1.195  -0.05
C 2.031 5.559 -1.822  0.00
C 1.397 4.507 -1.123  -0.19
N 1.188 3.318 -1.742  0.15
C 0.609 2.361 -1.065  -0.41
P 0.304 0.755 -1.919  0.94
C -1.179 1.189 -2.893  -0.23
C 1.609 0.559 -3.253  -0.69
C 1.521 1.628 -4.351  -0.09
C 3.014 0.574 -2.647  -0.11
C 1.358 -0.807 -3.908  -0.11
C -2.341 1.642 1.534  -0.70
C -2.507 2.916 2.366  -0.08
C -2.972 0.449 2.264  -0.09
C -3.015 1.834 0.178  -0.09
H 0.086 2.501 3.187  0.05
H 1.270 1.239 2.851  0.03
H -0.269 0.807 3.626  0.06
H 0.894 6.073 1.868  0.12
H 2.013 7.905 0.618  0.11
H 2.724 7.563 -1.724  0.11
H 2.335 5.384 -2.846  0.12
H -1.055 2.185 -3.316  0.06
H -2.065 1.166 -2.268  0.01
H -1.317 0.471 -3.702  0.05
H 1.784 2.611 -3.974  0.06
H 0.532 1.677 -4.807  0.07
H 2.224 1.355 -5.142  0.09
H 3.218 1.501 -2.109  0.07
H 3.739 0.496 -3.461  0.10
H 3.182 -0.268 -1.977  0.01
H 0.430 -0.818 -4.484  0.08
H 1.340 -1.622 -3.184  0.01
H 2.173 -1.009 -4.605  0.10
H -2.119 2.802 3.377  0.08
H -3.573 3.146 2.449  0.10
H -2.011 3.767 1.898  0.07
H -2.612 0.360 3.290  0.08
H -2.767 -0.496 1.754  0.04
H -4.055 0.587 2.309  0.10
H -2.601 2.686 -0.366  0.09
H -4.081 2.023 0.329  0.10
H -2.915 0.942 -0.439  0.03
S 1.828 -2.594 -0.756  0.73
C 1.585 -3.822 0.379  -0.71
C 2.704 -4.633 0.749  -0.26
N 3.603 -5.284 1.050  0.20
C 0.334 -4.053 0.969  -0.72
S -1.041 -3.092 0.653  0.69
C 0.172 -5.142 1.875  -0.27
N 0.003 -6.006 2.617  0.21
N -10.407 -4.390 -1.565  0.18
C -9.312 -4.052 -1.634  -0.17
C -7.941 -3.630 -1.720  -0.22
C -7.418 -3.212 -2.941  0.00
C -6.101 -2.794 -3.017  0.01
C -5.315 -2.814 -1.875  -0.19
C -5.822 -3.243 -0.657  0.01
C -7.144 -3.643 -0.578  0.00
N -3.959 -2.383 -1.952  -0.01
C -3.034 -2.739 -2.906  -0.01
C -1.881 -2.108 -2.561  -0.15
N -2.083 -1.360 -1.424  -0.09
C -3.337 -1.556 -1.081  -0.19
H -8.046 -3.203 -3.821  0.13
H -5.690 -2.440 -3.953  0.12
H -5.180 -3.289 0.213  0.12
H -7.558 -3.983 0.361  0.13
H -3.277 -3.420 -3.703  0.13
H -0.918 -2.168 -3.039  0.09
H -3.849 -1.125 -0.236  0.13

***

Molecular formula: C40H47MnN6O4S4Si
Method: DFT, ωB97M-V with the def2-TZVPD basis set

Output
energy	-141922.7688	eV
multiplicity	2
E_HOMO (spin up / spin down)	-0.1578 / -0.1473	Eh
net charge	-1
Kohn-Sham gap (spin up / spin down)	0.2083 / 0.1978	Ha
E_LUMO (spin up / spin down)	0.05047 / 0.05048	Eh

Each line ends with the Löwdin charge.
Element x y z (Å)
Mn -0.244 0.320 -0.245  0.22
C -2.156 2.997 2.732  -0.04
C -1.304 2.497 1.590  -0.23
N -1.124 1.222 1.408  -0.03
N -1.704 0.419 2.403  -0.08
C -1.505 -0.848 2.240  -1.09
S -0.708 -1.666 0.981  0.68
S -2.107 -1.928 3.524  0.87
C -3.443 -0.940 4.248  -0.44
C -4.726 -1.037 3.476  -0.29
C -5.404 -2.246 3.359  -0.06
C -6.553 -2.345 2.596  -0.09
C -7.051 -1.231 1.934  -0.11
C -6.393 -0.017 2.054  -0.11
C -5.239 0.075 2.818  -0.05
C -0.679 3.515 0.737  -0.10
C -0.592 4.835 1.215  -0.07
C -0.018 5.855 0.488  -0.13
C 0.484 5.571 -0.785  -0.12
C 0.424 4.299 -1.289  -0.02
C -0.132 3.222 -0.550  -0.35
O -0.137 2.051 -1.082  -0.18
H -2.883 2.248 3.010  0.03
H -2.662 3.917 2.452  0.07
H -1.543 3.192 3.614  0.09
H -3.092 0.090 4.288  0.06
H -3.558 -1.321 5.265  0.07
H -5.008 -3.121 3.856  0.11
H -7.060 -3.297 2.508  0.10
H -7.942 -1.311 1.326  0.10
H -6.774 0.861 1.550  0.10
H -4.729 1.019 2.909  0.10
H -0.961 5.061 2.205  0.09
H 0.049 6.851 0.901  0.08
H 0.931 6.359 -1.377  0.09
H 0.825 4.059 -2.264  0.11
S -3.814 -1.248 -6.813  0.97
N -2.233 -1.133 -6.475  -0.23
C -2.123 -0.864 -5.180  -0.29
C -0.882 -0.680 -4.449  -0.09
C 0.381 -0.733 -5.031  0.00
C 1.484 -0.512 -4.228  -0.02
C 1.308 -0.268 -2.863  -0.09
N 0.109 -0.243 -2.297  0.08
C -0.969 -0.422 -3.076  -0.12
C -2.263 -0.312 -2.406  -0.11
N -2.217 -0.059 -1.090  0.07
C -3.359 0.050 -0.422  -0.07
C -4.604 -0.056 -1.047  -0.01
C -4.659 -0.319 -2.404  0.01
C -3.466 -0.467 -3.105  -0.09
C -3.385 -0.763 -4.523  -0.29
N -4.415 -0.962 -5.336  -0.23
H 0.470 -0.934 -6.090  0.11
H 2.486 -0.529 -4.633  0.11
H 2.142 -0.091 -2.205  0.06
H -3.277 0.211 0.645  0.09
H -5.502 0.062 -0.457  0.08
H -5.599 -0.418 -2.931  0.11
C 0.207 -3.939 -1.460  -0.04
C 1.665 -3.729 -1.044  -0.65
C 2.587 -3.971 -2.233  -0.03
C 2.023 -4.665 0.105  -0.02
O 1.739 -2.387 -0.618  -0.21
Si 2.925 -1.429 -0.005  -0.15
S 2.151 0.427 0.383  0.47
O 3.705 -2.171 1.245  -0.16
C 3.665 -2.042 2.663  -0.65
C 2.228 -2.011 3.170  -0.04
C 4.393 -3.273 3.202  -0.03
C 4.404 -0.770 3.070  -0.04
O 4.064 -1.465 -1.216  -0.17
C 5.386 -0.966 -1.283  -0.66
C 5.683 -0.785 -2.770  -0.03
C 6.330 -2.000 -0.672  -0.02
C 5.520 0.368 -0.556  -0.05
H 0.076 -4.917 -1.928  0.08
H -0.083 -3.167 -2.174  0.08
H -0.450 -3.866 -0.595  0.04
H 2.445 -4.983 -2.612  0.08
H 3.631 -3.836 -1.951  0.08
H 2.361 -3.263 -3.030  0.08
H 1.929 -5.705 -0.210  0.08
H 1.351 -4.488 0.944  0.08
H 3.043 -4.488 0.440  0.08
H 1.684 -2.890 2.828  0.07
H 1.708 -1.131 2.796  0.05
H 2.216 -1.992 4.260  0.09
H 3.848 -4.177 2.937  0.08
H 4.479 -3.222 4.288  0.08
H 5.393 -3.333 2.773  0.08
H 3.929 0.096 2.611  0.05
H 5.443 -0.820 2.743  0.08
H 4.386 -0.651 4.153  0.08
H 5.530 -1.727 -3.295  0.08
H 6.712 -0.457 -2.925  0.08
H 5.012 -0.039 -3.193  0.08
H 6.360 -2.899 -1.287  0.08
H 5.972 -2.274 0.318  0.07
H 7.341 -1.599 -0.588  0.08
H 4.733 1.052 -0.865  0.06
H 6.492 0.812 -0.770  0.08
H 5.426 0.234 0.520  0.07

***

> multiplicity of number 1 (C40H47IrN8P2S3Si)?

6

***

> Among the records above, which one has the lowest multiplicity?

C40H47MnN6O4S4Si

***

> The lowest energy belongs to which entry?

C40H47MnN6O4S4Si

***

> What is the energy in the first record?

-115957.7674 eV